Record 1
Computed, not measured: an isolated ion of composition C7H11NP and charge +1 at a distorted geometry, with ωB97M-V/def2-TZVPD.

The calculation puts the HOMO energy (spin up / spin down) at -11.000 / -11.633 eV. Its orbital gap (spin up / spin down) is 6.093 / 6.628 eV. The value obtained for the total energy is -668.9763 Ha. Its total charge is +1. The energy above the lowest of the compared OMol25 structures with the same formula, charge and spin is 4.184 eV.

The geometry in XYZ format:
```
20
Properties=species:S:1:pos:R:3:mulliken_charge:R:1
C 1.99804 1.45871 -1.13901 0.147
C -0.15211 -0.87386 0.10312 -0.006
C 1.16016 -0.14801 0.66338 0.255
C -1.26187 -0.07727 -0.10316 0.686
C 2.29135 -1.28107 0.81522 -1.274
C -2.68487 -0.51349 -0.38529 -1.535
C -1.15239 1.44478 -0.18318 -1.270
N 1.61931 0.80492 -0.27055 0.007
P -0.09407 -2.49781 -0.51484 0.029
H 1.91827 2.20249 -1.89161 0.409
H 0.89608 0.38568 1.61126 0.323
H 3.22393 -0.78747 0.71462 0.403
H 2.05736 -2.15885 0.21828 0.324
H 2.36472 -1.68952 1.82055 0.341
H -2.67311 -1.54398 -0.26855 0.501
H -2.97804 0.09679 -1.25536 0.386
H -3.23705 -0.23895 0.51752 0.368
H -0.50566 1.72999 -1.00846 0.176
H -0.61536 1.71472 0.78938 0.355
H -2.17470 1.97218 -0.23331 0.376
```

Record 2
Computed, not measured: an isolated ion of composition C7H11NP and charge +1 at a distorted geometry, with ωB97M-V/def2-TZVPD.

The calculation puts the HOMO energy (spin up / spin down) at -12.886 / -12.886 eV. Its orbital gap (spin up / spin down) is 6.312 / 6.311 eV. The value obtained for the total energy is -669.0158 Ha. Its total charge is +1. The energy above the lowest of the compared OMol25 structures with the same formula, charge and spin is 3.108 eV.

The geometry in XYZ format:
```
20
Properties=species:S:1:pos:R:3:mulliken_charge:R:1
C -1.52501 0.81248 0.78797 -0.891
C -1.41523 0.24862 -0.42890 0.026
C -0.54594 -0.86877 -0.85548 1.195
C -0.90217 -1.54421 -2.18949 -1.471
C 0.23050 -1.60177 0.04855 -0.447
C 1.01711 -1.05062 0.96733 -0.639
C 1.54467 0.31349 0.97136 0.120
N 1.03795 1.39454 0.59040 -0.131
P 1.73581 2.89830 0.43012 -0.050
H -2.35265 1.44595 0.91712 0.323
H -0.87490 0.60148 1.59149 0.343
H -2.29619 0.53887 -1.19659 0.234
H -1.02776 -0.76156 -2.85157 0.466
H -1.90395 -2.03716 -2.09159 0.375
H -0.26092 -2.40234 -2.49194 0.391
H 0.27253 -2.72023 0.00492 0.352
H 1.49506 -1.72183 1.70608 0.396
H 2.51882 0.27550 1.60745 0.255
H 2.73802 2.80045 1.43920 0.057
H 0.51424 3.37883 1.04358 0.097
```

Record 3
Computed, not measured: C7H11NPTc as an isolated structure at a distorted geometry, with ωB97M-V/def2-TZVPD.

The calculation puts the HOMO energy (spin up / spin down) at -12.078 / -11.538 eV. Its orbital gap (spin up / spin down) is 7.380 / 6.789 eV. The value obtained for the total energy is -749.8105 Ha. Its total charge is +1. The energy above the lowest of the compared OMol25 structures with the same formula, charge and spin is 1.501 eV. The multiplicity is 4.

The geometry in XYZ format:
```
21
Properties=species:S:1:pos:R:3:lowdin_spin:R:1
C 0.37229 0.77740 -2.08441 -0.097
C 0.09903 -0.01603 -3.18042 0.121
C -0.23633 -1.38184 -3.19595 -0.174
C -0.32800 -2.26689 -2.10446 0.116
C -0.17002 -1.94003 -0.76482 -0.106
Tc -0.11124 -0.01071 -0.29593 2.900
P 0.13536 2.25746 0.30444 0.056
H 0.69208 1.81109 -2.31367 -0.009
H 0.16993 0.48017 -4.15453 0.013
H -0.38714 -1.81243 -4.20195 -0.009
H -0.20837 -2.79028 -0.06187 -0.001
H -0.53662 -3.31363 -2.35013 0.010
H -0.97648 2.80860 1.03131 0.011
H 0.26071 3.30532 -0.64427 0.002
H 1.24199 2.61687 1.14950 0.003
C -0.00247 -0.05725 4.29728 0.015
C -0.00798 -0.10826 2.85473 0.090
N -0.00307 -0.23780 1.69885 0.049
H 0.89819 -0.55550 4.68794 0.003
H -0.90038 -0.55613 4.69465 0.003
H -0.00150 0.98989 4.63370 0.003
```